# H80O40

40 unconnected molecules or ions with the total composition H80O40 in a non-equilibrium geometry (ωB97M-V with the def2-TZVPD basis set, the OMol25 dataset).

Structure (ORCA input):
```
! wB97M-V def2-TZVPD RIJCOSX def2/J DEFGRID3
* xyz 0 1
H -1.21 -3.73 -4.55
H -1.19 -3.75 -2.98
O -1.36 -3.22 -3.77
H 1.88 3.91 0.49
H 2.73 2.69 0.25
O 2.39 3.45 -0.18
H -0.32 -5.27 -1.56
H 0.51 -6.22 -2.44
O -0.20 -5.55 -2.48
H -0.47 0.22 5.77
H -0.73 1.43 4.94
O -0.37 1.20 5.79
H 2.66 0.70 -1.51
H 2.26 1.15 -3.05
O 2.29 1.43 -2.15
H 4.12 1.66 4.14
O 3.96 1.51 5.07
H -3.90 -2.84 3.52
O -3.26 -2.62 4.18
H -1.10 0.74 0.76
H -2.50 0.75 0.57
O -1.83 0.16 1.01
H 2.37 -3.47 3.54
H 2.56 -3.38 5.05
O 1.88 -3.19 4.39
H 2.88 -5.43 1.81
H 1.70 -5.01 2.75
O 2.18 -4.74 1.96
H 3.55 3.41 1.39
H 5.03 3.00 1.96
O 4.36 2.90 1.32
H 2.20 -1.83 -3.62
O 2.38 -0.91 -3.51
H -3.06 -3.02 -4.09
H -4.21 -2.23 -3.57
O -4.02 -3.03 -4.12
H 3.79 -3.63 -3.23
H 4.94 -3.05 -2.29
O 3.97 -3.07 -2.49
H -0.13 -2.28 -2.22
H -1.14 -1.25 -2.80
O -0.57 -1.38 -2.11
H -2.37 1.20 -2.25
H -3.08 1.83 -1.03
O -2.32 1.94 -1.67
H -1.99 3.61 1.12
H -2.48 4.57 0.02
O -2.75 4.10 0.78
H -1.88 3.01 -3.33
H -1.75 4.28 -2.53
O -2.39 3.83 -3.06
H -1.18 2.43 -6.48
O -1.50 1.95 -5.73
H -4.14 2.85 2.81
H -5.31 2.13 1.86
O -5.05 2.75 2.60
H 1.34 5.79 -2.39
O 1.36 5.03 -2.95
H -0.69 -5.29 0.94
H 0.67 -4.77 0.84
O -0.04 -5.00 0.25
H -5.58 -0.81 3.24
H -4.97 0.54 3.75
O -4.73 -0.34 3.41
H -4.16 0.27 -2.72
H -3.92 1.87 -2.70
O -4.51 1.11 -3.04
H 4.84 -1.73 0.88
H 4.45 -2.98 0.08
O 5.16 -2.29 0.16
H -2.59 -5.46 -0.82
H -2.03 -6.56 0.12
O -2.80 -6.10 -0.12
H 0.08 -2.11 4.44
H 1.11 -1.11 5.18
O 0.25 -1.28 4.86
H -5.41 2.88 -0.57
H -4.21 3.05 0.38
O -4.62 2.38 -0.22
H -4.11 -4.02 -0.82
H -4.47 -3.73 -2.27
O -4.13 -3.30 -1.50
H 3.36 3.47 -2.99
H 3.38 4.21 -1.69
O 3.32 4.41 -2.64
H 4.47 -1.06 -0.89
H 4.73 0.61 -1.21
O 4.15 -0.15 -1.05
H -0.73 0.47 -3.53
O -1.70 0.39 -3.65
H 0.66 2.65 5.43
H 2.15 3.36 5.36
O 1.38 3.07 4.89
H -2.49 1.94 -5.82
H 3.11 1.21 5.33
H 2.15 5.23 -3.53
H -2.70 -1.96 3.79
H 2.77 -0.75 -2.63
H -1.78 -0.02 -4.54
O 2.81 -1.20 1.33
H 2.31 -0.43 1.48
H 2.20 -1.94 1.53
O 1.48 1.49 2.56
H 1.58 0.60 2.35
H 0.85 1.63 3.27
O 0.40 4.21 1.23
H 0.18 5.15 1.25
H 0.02 3.87 0.30
O -1.71 0.14 3.28
H -1.23 -0.66 2.99
H -1.59 0.52 4.13
O 5.18 1.27 -3.21
H 4.33 1.63 -2.96
H 5.08 0.28 -3.14
O -0.63 3.76 -1.00
H -1.05 2.92 -1.31
H 0.07 4.13 -1.50
O 0.30 -2.34 1.42
H -0.41 -1.83 1.08
H 0.51 -3.03 0.82
*
```

Calculated values
LUMO energy: -1.089 eV
Energy above the lowest of the compared OMol25 structures with the same formula, charge and spin: 11.655 eV
Kohn-Sham gap: 7.6 eV


# C28H42BiNO2Si

A molecular structure, C28H42BiNO2Si in a non-equilibrium geometry (ωB97M-V with the def2-TZVPD basis set, the OMol25 dataset).

Structure (ORCA input):
```
! wB97M-V def2-TZVPD RIJCOSX def2/J DEFGRID3
* xyz 0 1
O 0.07 -0.28 -6.66
C -0.13 1.03 -7.24
C -0.37 0.43 -8.63
H 0.76 1.65 -7.15
H -0.98 1.55 -6.79
C -0.16 -0.94 -7.95
H 0.36 0.69 -9.38
H -1.37 0.59 -9.03
C 1.08 -1.68 -8.39
H 1.95 -1.02 -8.40
H 0.95 -2.09 -9.39
H 1.29 -2.51 -7.71
C -1.37 -1.83 -7.89
H -2.24 -1.27 -7.55
H -1.21 -2.65 -7.20
H -1.60 -2.25 -8.87
Bi -0.49 -0.60 1.36
C -2.45 -1.09 2.60
C -2.15 0.27 2.78
C -2.33 0.91 1.53
H -1.82 0.74 3.68
C -2.74 -0.06 0.59
C -2.80 -1.30 1.25
H -3.05 -2.25 0.80
H -2.41 -1.84 3.37
H -2.13 1.95 1.32
H -2.93 0.11 -0.45
C 0.61 -2.04 2.90
C -0.16 -2.84 2.03
C 0.37 -2.70 0.73
H -1.00 -3.44 2.30
C 1.49 -1.84 0.82
C 1.64 -1.45 2.15
H 2.36 -0.74 2.52
H 0.44 -1.90 3.96
H 0.01 -3.21 -0.15
H 2.09 -1.49 -0.01
O -0.17 0.00 -0.79
C -0.54 -0.88 -1.87
C -0.85 0.02 -3.05
H -1.38 -1.49 -1.54
H 0.31 -1.54 -2.08
C 0.07 1.20 -2.79
H -1.89 0.34 -3.01
H -0.68 -0.47 -4.00
C 0.01 1.35 -1.29
H -0.24 2.11 -3.30
H 1.09 0.97 -3.11
H -0.85 1.94 -0.97
H 0.89 1.76 -0.82
C 2.47 1.85 1.70
Si 1.90 1.60 3.47
C 3.22 0.78 4.55
C 1.91 3.39 4.09
N 0.40 0.50 3.57
C -0.13 0.34 4.99
C -0.93 -0.76 5.47
C -1.48 -0.82 6.76
C -1.30 0.22 7.65
C -0.56 1.32 7.24
C 0.00 1.38 5.96
H 3.42 2.42 1.73
H 1.71 2.45 1.19
H 2.65 0.91 1.14
H 4.16 1.38 4.53
H 2.85 0.75 5.60
H 3.46 -0.26 4.27
H 1.07 3.96 3.66
H 1.95 3.50 5.19
H 2.87 3.84 3.76
H -1.21 -1.62 4.93
H -2.07 -1.68 7.06
H -1.74 0.18 8.63
H -0.45 2.16 7.92
H 0.47 2.28 5.75
*
```

Calculated values
LUMO energy: 0.350 eV
Kohn-Sham gap: 6.6 eV


# C23H20N4O2

C23H20N4O2 in the gas phase in a non-equilibrium geometry (ωB97M-V with the def2-TZVPD basis set, the OMol25 dataset).

Structure (ORCA input):
```
! wB97M-V def2-TZVPD RIJCOSX def2/J DEFGRID3
* xyz 0 1
C 0.90 3.14 3.23
C 1.79 2.38 2.32
O 2.94 2.95 1.90
N 3.59 2.09 1.08
C 2.86 1.00 0.98
C 3.27 -0.13 0.17
C 2.85 -1.42 0.49
C 3.25 -2.50 -0.29
C 4.06 -2.29 -1.39
C 4.48 -1.01 -1.71
C 4.10 0.06 -0.94
C 1.67 1.14 1.76
C 0.57 0.18 1.99
O 0.45 -0.41 3.05
N -0.27 -0.02 0.94
C -0.25 0.77 -0.28
C -0.66 -0.07 -1.46
C 0.09 -1.17 -1.87
C -0.35 -1.91 -2.94
C -1.53 -1.54 -3.58
C -2.20 -0.43 -3.10
N -1.78 0.29 -2.07
C -1.42 -0.89 1.14
C -2.73 -0.20 0.88
C -3.78 -0.88 0.28
C -4.97 -0.21 0.06
C -5.07 1.12 0.44
C -3.96 1.71 1.02
N -2.82 1.07 1.24
H 0.37 2.44 3.87
H 0.17 3.70 2.66
H 1.48 3.83 3.83
H 2.24 -1.59 1.36
H 2.92 -3.49 -0.03
H 4.36 -3.13 -2.00
H 5.12 -0.86 -2.57
H 4.42 1.06 -1.17
H 0.76 1.15 -0.44
H -0.95 1.61 -0.19
H 1.00 -1.42 -1.35
H 0.21 -2.77 -3.28
H -1.91 -2.10 -4.42
H -3.12 -0.08 -3.56
H -1.38 -1.20 2.19
H -1.33 -1.78 0.51
H -3.67 -1.92 -0.01
H -5.81 -0.71 -0.40
H -5.97 1.69 0.28
H -3.97 2.75 1.34
*
```

Calculated values
LUMO energy: 0.695 eV
Energy above the lowest of the compared OMol25 structures with the same formula, charge and spin: 2.003 eV
SMILES: Cc1onc(-c2ccccc2)c1C(=O)N(Cc1ccccn1)Cc1ccccn1
Kohn-Sham gap: 9.8 eV


# C6H12O

C6H12O in the gas phase (ωB97M-V with the def2-TZVPD basis set, the OMol25 dataset).

Structure (ORCA input):
```
! wB97M-V def2-TZVPD RIJCOSX def2/J DEFGRID3
* xyz 0 1
C -1.89 -1.07 -0.49
C -0.78 -0.07 -0.17
C -1.31 1.14 0.61
C 0.31 -0.76 0.62
O 1.26 -1.52 -0.13
C 1.73 -0.38 0.60
C 2.30 0.77 -0.19
H -2.67 -0.61 -1.11
H -1.49 -1.93 -1.02
H -2.36 -1.43 0.43
H -0.35 0.28 -1.11
H -1.70 0.84 1.59
H -2.13 1.63 0.07
H -0.52 1.89 0.78
H -0.05 -1.27 1.51
H 2.32 -0.65 1.48
H 1.61 1.12 -0.96
H 3.23 0.46 -0.68
H 2.53 1.60 0.48
*
```

Calculated values
LUMO energy: 1.120 eV
Energy above the lowest of the compared OMol25 structures with the same formula, charge and spin: 1.094 eV
SMILES: CC(C)[C@H]1O[C@H]1C
Kohn-Sham gap: 11.2 eV


# C10H23AlFO4S2

A molecular structure, C10H23AlFO4S2 (ωB97M-V with the def2-TZVPD basis set, the OMol25 dataset).

Structure (ORCA input):
```
! wB97M-V def2-TZVPD RIJCOSX def2/J DEFGRID3
* xyz -1 1
C 7.08 -2.55 4.05
C 5.94 -1.48 4.15
Al 4.11 -2.36 3.94
F 4.29 -4.04 3.45
H 6.73 -3.50 3.65
H 7.84 -2.19 3.35
H 7.53 -2.70 5.02
H 6.09 -0.75 3.36
H 6.05 -0.94 5.09
H 3.34 -2.33 5.37
H 3.32 -1.57 2.81
C -0.47 -1.52 -0.16
C -1.24 -0.19 -0.03
C -0.76 0.48 1.26
S 0.92 -0.09 1.54
O 0.96 -0.89 2.72
O 1.83 1.01 1.33
C 0.99 -1.18 0.12
H -0.59 -1.95 -1.16
H -0.84 -2.24 0.57
H -1.01 0.44 -0.88
H -2.32 -0.35 -0.02
H -0.76 1.56 1.19
H -1.36 0.17 2.12
H 1.60 -2.05 0.38
H 1.44 -0.63 -0.70
C -5.09 2.36 -4.24
C -3.83 3.23 -4.16
C -3.13 2.89 -2.84
S -3.56 1.19 -2.45
O -4.35 1.18 -1.25
O -2.40 0.36 -2.61
C -4.65 0.95 -3.85
H -5.54 2.38 -5.23
H -5.84 2.72 -3.53
H -3.18 3.00 -5.00
H -4.07 4.29 -4.21
H -2.04 2.97 -2.92
H -3.48 3.52 -2.02
H -5.47 0.30 -3.56
H -4.06 0.49 -4.65
*
```

Calculated values
LUMO energy: 1.651 eV
Kohn-Sham gap: 5.5 eV


# C4H3O4

A gas-phase ion, C4H3O4 (charge -1) in a non-equilibrium geometry (ωB97M-V with the def2-TZVPD basis set, the OMol25 dataset).

Structure (ORCA input):
```
! wB97M-V def2-TZVPD RIJCOSX def2/J DEFGRID3
* xyz -1 1
C -0.06 -0.15 -0.46
C 0.71 -1.19 -0.81
C 1.95 0.32 0.43
C -1.48 0.16 -0.44
O -2.00 0.06 0.94
O 2.94 0.87 0.81
O 0.75 0.83 0.34
O 2.03 -0.82 -0.29
H -1.74 1.05 -0.98
H -1.27 -0.42 1.39
H -1.83 -0.71 -0.91
*
```

Calculated values
LUMO energy: 3.953 eV
Energy above the lowest of the compared OMol25 structures with the same formula, charge and spin: 2.043 eV
Kohn-Sham gap: 8.1 eV


# C17H27BNO9P

2 unconnected molecules or ions with the total composition C17H27BNO9P in a non-equilibrium geometry (ωB97M-V with the def2-TZVPD basis set, the OMol25 dataset).

Structure (ORCA input):
```
! wB97M-V def2-TZVPD RIJCOSX def2/J DEFGRID3
* xyz 0 1
C -3.31 2.77 -0.45
C -3.77 1.54 -1.27
C -2.80 1.27 -2.42
O -3.19 0.97 -3.53
O -1.50 1.40 -2.08
C -0.60 1.09 -3.16
C 0.84 1.28 -2.63
P 1.82 -0.33 -2.31
O 2.84 -1.76 -2.04
C 0.56 -0.98 -1.10
C -0.40 -1.99 -1.80
C -0.93 -3.13 -0.92
O -1.71 -3.91 -1.42
N -0.55 -3.32 0.46
C -1.11 -2.38 1.38
C -1.81 -1.25 1.03
C -2.29 -0.36 1.97
C -2.11 -0.62 3.31
C -1.44 -1.77 3.66
C -0.93 -2.64 2.73
B 3.31 0.78 -1.77
O 4.36 1.08 -2.63
O 3.34 1.34 -0.48
H -3.37 3.69 -1.04
H -2.26 2.68 -0.16
H -3.87 2.88 0.48
H -4.79 1.65 -1.63
H -3.65 0.68 -0.60
H -0.78 0.12 -3.62
H -0.76 1.84 -3.94
H 1.39 1.84 -3.41
H 0.78 1.93 -1.74
H 1.75 -0.72 -3.67
H 3.56 -1.50 -1.46
H 0.04 -0.12 -0.67
H 1.08 -1.46 -0.26
H -1.28 -1.41 -2.11
H 0.07 -2.40 -2.70
H 0.45 -3.42 0.57
H -2.01 -1.00 -0.01
H -2.81 0.55 1.69
H -2.46 0.04 4.09
H -1.29 -2.04 4.70
H -0.41 -3.54 3.03
H 4.20 1.93 -3.04
H 3.01 2.25 -0.59
O 0.07 1.54 3.93
C 1.14 1.14 3.59
O 1.35 0.35 2.50
C 2.77 0.28 2.29
C 3.32 0.59 3.66
O 2.30 1.42 4.22
H 3.06 -0.70 1.93
H 3.04 1.02 1.54
H 3.44 -0.30 4.28
H 4.27 1.12 3.62
*
```

Calculated values
LUMO energy: -0.275 eV
SMILES: CCC(=O)OCC[PH](O)(CCC(=O)Nc1ccccc1)B(O)O.O=C1OCCO1
Kohn-Sham gap: 8.2 eV


| no. | HOMO energy (eV) | M (g mol⁻¹) | E_tot (eV) |
| --- | --- | --- | --- |
| 1 | -8.7 | 720.60 | -83194.1600 |
| 2 | -6.3 | 661.72 | -49012.8924 |
| 3 | -9.1 | 384.44 | -34230.5587 |
| 4 | -10.0 | 100.16 | -8463.2601 |
| 5 | -3.8 | 317.40 | -49919.5317 |
| 6 | -4.1 | 115.06 | -12385.7322 |
| 7 | -8.5 | 431.19 | -47950.3979 |